ORCA calculation (ωB97M-V with the def2-TZVPD basis set) on 2 unconnected molecules or ions with the total composition C28H55BNS.

The calculation puts the LUMO energy at 2.14 eV. Its net charge is -1. The orbital gap is 6.33 eV. For the largest force on an atom, the calculation gives 0.2 eV/Å. As for the highest occupied orbital energy: -4.2 eV. As for the electronic energy: -42931.248 eV.

Structure (XYZ):
```
86
Properties=species:S:1:pos:R:3:forces:R:3
C -8.71955 -5.25767 2.83660 0.01 -0.07 0.02
C -8.46243 -4.07322 3.76245 -0.06 0.05 -0.06
C -7.17117 -3.31299 3.45742 0.08 0.02 0.01
C -7.24197 -2.42832 2.20215 0.05 -0.02 -0.04
C -6.64236 -3.08786 0.95245 -0.03 -0.04 -0.03
C -5.12682 -2.93931 0.80891 0.03 -0.06 -0.01
C -4.61847 -1.51161 0.63628 -0.12 0.01 -0.06
C -3.09913 -1.42184 0.66121 0.03 0.02 0.11
C -2.56588 -0.02769 0.34382 -0.07 0.04 -0.01
C -1.06247 0.00196 0.04971 0.11 0.04 -0.07
C -0.35454 1.21447 0.64905 -0.10 -0.02 0.04
C 1.15721 1.26417 0.36617 0.00 -0.04 -0.06
C 2.03940 1.33823 1.62551 -0.02 0.05 0.05
C 2.64473 -0.00223 2.05608 -0.12 -0.09 -0.01
C 3.96836 -0.38707 1.38396 0.10 0.10 -0.01
C 3.85924 -1.04807 0.00328 -0.02 -0.04 -0.02
C 3.99887 -0.07379 -1.16811 -0.05 0.14 -0.01
C 5.44761 0.42214 -1.34909 0.05 -0.04 0.02
B 6.18787 -0.14939 -2.69859 -0.04 -0.11 0.00
C 7.79983 0.19613 -2.69306 0.07 0.07 0.00
N 8.76515 -0.93284 -2.88264 -0.03 -0.13 -0.04
C 5.46248 0.45878 -4.04327 0.04 0.06 -0.02
C 5.84964 -0.28480 -5.31983 -0.05 -0.09 -0.05
C 5.75269 0.49185 -6.63116 -0.11 0.05 -0.04
S 6.89871 1.91418 -6.73768 0.03 -0.08 0.02
H -9.58064 -5.83843 3.17321 0.00 0.02 -0.04
H -8.91488 -4.93966 1.81115 0.00 0.04 0.01
H -7.85520 -5.92689 2.81129 -0.03 0.01 0.02
H -8.44869 -4.41417 4.80135 0.06 -0.07 -0.04
H -9.30425 -3.37673 3.68442 0.02 0.01 0.08
H -6.35465 -4.03396 3.33136 0.01 0.01 0.08
H -6.90300 -2.71075 4.32932 -0.06 0.04 -0.04
H -6.72789 -1.48477 2.39559 -0.02 0.00 -0.03
H -8.28364 -2.15592 2.00657 -0.02 -0.05 0.04
H -6.86997 -4.15716 0.98799 -0.05 0.01 -0.08
H -7.12646 -2.70606 0.04768 0.03 0.09 0.04
H -4.81140 -3.51402 -0.06803 0.04 -0.05 0.06
H -4.62864 -3.40688 1.66716 -0.02 0.07 0.03
H -5.03499 -0.86301 1.41326 0.08 0.03 0.00
H -4.98217 -1.11029 -0.31801 -0.03 -0.04 0.04
H -2.67245 -2.14474 -0.04247 -0.05 0.02 -0.06
H -2.74467 -1.72206 1.65486 0.06 -0.04 -0.07
H -3.12968 0.37866 -0.50321 0.08 0.02 0.00
H -2.77904 0.64175 1.18601 -0.04 -0.06 0.01
H -0.58943 -0.91145 0.42658 0.00 0.03 0.07
H -0.88913 -0.00032 -1.03134 -0.03 -0.08 0.03
H -0.53222 1.21104 1.73238 0.00 -0.01 -0.03
H -0.84296 2.11748 0.26874 0.00 0.01 0.03
H 1.43154 0.37318 -0.20512 0.00 0.08 0.03
H 1.38404 2.10825 -0.28908 -0.05 -0.02 0.00
H 1.43295 1.72559 2.45288 0.01 0.05 -0.05
H 2.84752 2.06199 1.48515 0.02 -0.05 -0.04
H 2.79714 0.00716 3.13972 0.02 0.08 -0.01
H 1.90592 -0.79134 1.86283 0.01 -0.02 0.10
H 4.58738 0.51169 1.28018 0.02 -0.05 0.08
H 4.51103 -1.04352 2.07013 -0.03 -0.06 -0.04
H 2.91354 -1.60555 -0.04747 0.02 0.02 -0.03
H 4.65586 -1.78979 -0.10983 -0.02 -0.01 0.00
H 3.67429 -0.58785 -2.07925 0.01 0.01 -0.01
H 3.30166 0.76351 -1.03080 0.12 -0.08 -0.03
H 6.02884 0.12326 -0.46335 0.02 0.05 -0.02
H 5.48094 1.52239 -1.35558 -0.05 0.00 0.01
H 6.07662 -1.39996 -2.71374 -0.06 0.03 0.03
H 8.05971 0.94166 -3.46227 -0.01 0.00 0.02
H 8.08514 0.67747 -1.74562 0.00 0.00 -0.01
H 8.41073 -1.70284 -2.31784 0.02 0.07 -0.02
H 8.63655 -1.28056 -3.83053 0.00 0.03 0.05
H 5.74139 1.51783 -4.15480 0.01 -0.03 0.07
H 4.36708 0.45072 -3.94792 -0.01 0.01 -0.08
H 5.20615 -1.16713 -5.42904 0.07 -0.01 0.04
H 6.86881 -0.68549 -5.23836 0.02 0.09 0.00
H 4.75153 0.91397 -6.75295 0.02 -0.01 0.03
H 5.94675 -0.15901 -7.48535 0.01 0.00 0.00
H 7.76664 1.45513 -5.82405 0.02 0.04 -0.01
C -0.93790 4.56757 1.95666 0.03 -0.01 0.01
C -2.30709 4.37556 2.07858 0.00 -0.01 -0.01
C -3.17222 5.45589 1.97198 0.00 0.00 0.00
C -2.66724 6.72867 1.74237 0.00 0.00 0.00
C -1.29783 6.92008 1.61800 0.00 0.00 0.00
C -0.43279 5.83944 1.72499 -0.01 0.01 0.00
H -0.26605 3.72243 2.03403 0.01 0.02 0.00
H -2.69790 3.38005 2.25000 0.00 0.00 0.00
H -4.24057 5.30554 2.06464 0.00 0.00 0.00
H -3.34165 7.57151 1.65664 0.00 0.00 0.00
H -0.90426 7.91182 1.43394 0.00 0.00 0.00
H 0.63488 5.98581 1.62279 0.00 0.00 0.00
```
Forces are in eV/Å.